{"formula": "C6H6N2O2S", "method": "ωB97M-V/def2-TZVPD", "species": ["S", "O", "O", "N", "N", "C", "C", "C", "C", "C", "C", "H", "H", "H", "H", "H", "H"], "positions_angstrom": [[-1.387, -0.346, -0.932], [0.350, -1.475, 1.179], [2.838, -1.103, -1.346], [0.522, 1.349, -0.933], [-0.750, 0.321, 2.202], [-0.565, -0.924, 2.008], [1.165, -0.627, 0.308], [1.961, -1.514, -0.625], [-1.609, 1.250, -1.646], [0.183, 0.181, -0.544], [-0.415, 1.973, -1.562], [-1.561, 0.603, 2.834], [-2.717, 1.535, -2.009], [1.606, -2.616, -0.430], [-0.349, 3.021, -1.964], [-1.010, -1.804, 2.499], [1.740, 0.177, 0.959]], "atomic_forces_ev_per_a": [[-0.2, 1.6, -0.8], [1.0, 0.3, -0.7], [-1.2, -0.9, 0.7], [3.1, -0.3, 1.1], [-0.8, -0.6, 0.2], [-0.2, 0.6, 1.1], [-1.3, 2.2, 1.4], [0.6, -0.9, 1.0], [-2.3, 0.3, -0.7], [1.3, -1.1, 1.0], [-4.7, 1.8, -2.1], [1.6, -1.1, -1.0], [3.1, -0.6, 0.7], [0.8, 1.3, -1.0], [0.2, -1.3, 0.6], [-0.4, 0.6, 0.0], [-0.8, -1.9, -1.5]], "energy_ha": -890.337902, "multiplicity": 1, "homo_lumo_gap_ev": 9.5, "smiles": "[H]/N=C/O[C@@H](C=O)c1nccs1", "lumo_ev": 0.423}